Record 1
Computed, not measured: a 2-piece molecular cluster, C4H11S overall in a non-equilibrium geometry, with ωB97M-V/def2-TZVPD.

Positions of all 16 atoms, in Å:
C 1.199 -1.514 -3.057
S 2.606 -1.415 -1.872
H 1.295 -0.685 -3.749
H 0.252 -1.474 -2.500
H 1.227 -2.461 -3.599
C -1.095 1.563 2.170
C -1.129 0.453 1.107
C 0.248 -0.117 0.771
H -0.808 2.540 1.766
H -1.943 1.757 2.821
H -0.306 1.366 2.899
H -1.891 -0.270 1.424
H -1.542 0.901 0.190
H 0.165 -0.841 -0.048
H 1.003 -0.529 1.440
H 0.717 0.726 0.238

Results
* total charge: -1
* gap between HOMO and LUMO: 5.567 eV

These are the Löwdin partial charges, in e, on atoms 1 to 6:
1 C -0.74
2 S -0.06
3 H -0.04
4 H -0.03
5 H -0.03
6 C -0.15

***

Record 2
Computed, not measured: C20H31F3MnNO7S3Si as an isolated structure in a non-equilibrium geometry, with ωB97M-V/def2-TZVPD.

Positions of all 67 atoms, in Å:
Mn 0.726 -2.257 -0.054
S 3.119 -3.026 0.227
C 2.539 -2.704 1.783
N 1.294 -2.345 1.983
C 0.982 -2.149 3.317
C -0.265 -1.796 3.829
C -0.413 -1.669 5.200
C 0.663 -1.883 6.064
C 1.907 -2.233 5.563
C 2.054 -2.366 4.189
S 3.466 -2.816 3.267
H -1.090 -1.627 3.147
H -1.382 -1.405 5.608
H 0.524 -1.774 7.133
H 2.747 -2.402 6.226
C -0.035 4.097 0.468
C 1.308 3.585 -0.049
C 1.581 4.155 -1.441
C 2.422 3.993 0.904
O 1.319 2.162 -0.065
Si 0.521 1.022 -0.942
O 0.952 -0.403 -0.423
O -1.117 1.307 -0.847
C -2.096 0.686 -0.020
C -2.444 -0.692 -0.573
C -1.613 0.580 1.426
C -3.330 1.578 -0.084
O 0.886 1.348 -2.514
C 0.627 0.624 -3.715
C 0.512 -0.883 -3.485
C 1.798 0.910 -4.647
C -0.673 1.159 -4.313
H -0.050 5.191 0.474
H -0.206 3.736 1.486
H -0.844 3.730 -0.167
H 1.665 5.244 -1.390
H 0.778 3.887 -2.130
H 2.511 3.739 -1.836
H 2.453 5.079 1.023
H 3.384 3.648 0.519
H 2.258 3.529 1.880
H -1.579 -1.349 -0.535
H -2.752 -0.618 -1.619
H -3.249 -1.156 0.001
H -0.778 -0.117 1.501
H -2.425 0.239 2.075
H -1.263 1.555 1.776
H -3.647 1.694 -1.123
H -3.100 2.568 0.320
H -4.150 1.140 0.491
H 1.351 -1.236 -2.886
H 0.511 -1.407 -4.443
H -0.413 -1.132 -2.953
H 2.721 0.513 -4.215
H 1.913 1.990 -4.773
H 1.634 0.451 -5.626
H -1.455 1.139 -3.549
H -0.988 0.549 -5.164
H -0.541 2.192 -4.647
F -1.899 -3.525 1.104
C -1.556 -4.751 0.647
F -0.433 -5.112 1.285
F -2.525 -5.585 0.989
S -1.267 -4.686 -1.172
O -0.749 -5.984 -1.493
O -2.548 -4.320 -1.711
O -0.252 -3.610 -1.304

Results
* spin multiplicity: 2
* total charge: -1
* gap between HOMO and LUMO (alpha / beta): 7.849 / 7.742 eV

These are the Löwdin partial charges, in e, on atoms 1 to 6:
1 Mn 0.61
2 S 0.62
3 C -1.13
4 N -0.07
5 C -0.29
6 C -0.02

***

Record 3
Computed, not measured: a 2-piece molecular cluster, FHNO2S overall in a non-equilibrium geometry, with ωB97M-V/def2-TZVPD.

Positions of all 6 atoms, in Å:
N -1.894 -0.948 1.056
O 2.138 -0.414 -1.351
O 1.705 1.726 -0.214
F -1.433 -0.759 -0.327
S 1.216 0.391 -0.622
H -1.731 0.004 1.457

Results
* total charge: -1
* gap between HOMO and LUMO (alpha / beta): 5.259 / 4.024 eV

Charges obtained by Löwdin population analysis, quoted in units of e:
1 N -0.21
2 O -0.48
3 O -0.51
4 F -0.50
5 S 0.83
6 H -0.14

***

Record 4
Computed, not measured: a 9-piece molecular cluster, C19H39NO33S8 overall in a non-equilibrium geometry, with ωB97M-V/def2-TZVPD.

Positions of all 100 atoms, in Å:
O 11.164 -9.938 0.463
S 10.455 -8.784 -0.075
O 9.583 -8.932 -1.265
O 9.604 -8.109 1.202
C 9.636 -6.718 1.026
C 11.012 -6.340 0.502
O 11.496 -7.477 -0.161
H 8.897 -6.647 0.229
H 9.265 -6.051 1.805
H 11.734 -6.073 1.274
H 10.996 -5.576 -0.276
O 17.416 -1.775 -4.654
S 17.009 -2.112 -3.253
O 16.808 -3.467 -2.869
O 17.911 -1.237 -2.155
C 17.223 -0.780 -1.019
C 15.805 -0.479 -1.508
O 15.722 -1.064 -2.806
H 17.250 -1.525 -0.223
H 17.648 0.064 -0.476
H 15.554 0.565 -1.699
H 14.959 -0.902 -0.967
O 19.526 -6.550 -13.111
S 20.311 -7.048 -11.976
O 21.470 -6.333 -11.420
O 19.204 -7.135 -10.762
C 18.461 -8.281 -10.741
C 19.269 -9.314 -11.471
O 20.445 -8.709 -11.894
H 18.240 -8.479 -9.692
H 17.483 -8.149 -11.206
H 18.755 -9.817 -12.290
H 19.469 -9.992 -10.642
O 6.708 2.066 0.158
S 7.996 2.502 0.622
O 9.102 1.564 0.718
O 8.473 3.789 -0.279
C 9.353 4.589 0.516
C 8.911 4.398 1.934
O 7.915 3.399 1.994
H 10.341 4.163 0.341
H 9.293 5.670 0.388
H 8.349 5.310 2.134
H 9.652 4.232 2.716
O -0.113 -6.273 -1.040
S 0.915 -5.837 -2.062
O 2.130 -5.168 -1.720
O 1.239 -7.114 -3.022
C 0.497 -7.167 -4.257
C -0.316 -5.871 -4.311
O 0.124 -5.041 -3.287
H 1.277 -7.219 -5.017
H 0.108 -8.181 -4.350
H -1.401 -5.975 -4.314
H -0.164 -5.397 -5.280
O 12.072 -4.381 -8.135
S 10.958 -4.940 -7.334
O 11.034 -6.376 -7.121
O 10.550 -4.209 -5.913
C 9.367 -3.497 -5.986
C 8.612 -4.019 -7.180
O 9.512 -4.451 -8.044
H 8.714 -3.594 -5.118
H 9.530 -2.420 -6.042
H 8.115 -3.098 -7.483
H 7.975 -4.870 -6.937
O 2.089 0.762 -12.341
S 1.776 0.971 -10.896
O 0.692 0.129 -10.337
O 3.096 1.053 -9.947
C 2.732 1.814 -8.761
C 1.661 2.899 -9.274
O 1.450 2.556 -10.615
H 2.405 1.133 -7.974
H 3.577 2.355 -8.336
H 1.896 3.954 -9.129
H 0.743 2.659 -8.739
O 10.727 -10.257 -16.333
S 11.167 -8.936 -16.802
O 12.074 -8.907 -17.926
O 9.956 -7.755 -17.012
C 10.372 -6.471 -16.698
C 11.290 -6.703 -15.468
O 11.817 -8.017 -15.499
H 10.861 -5.990 -17.545
H 9.474 -5.903 -16.457
H 10.696 -6.596 -14.560
H 12.083 -5.956 -15.423
C 6.763 -9.491 -10.473
N 6.322 -8.596 -11.498
C 5.045 -8.185 -11.569
C 4.860 -7.221 -12.746
O 4.064 -8.543 -10.894
H 6.033 -10.301 -10.487
H 6.942 -9.096 -9.473
H 7.717 -9.978 -10.676
H 6.966 -8.146 -12.132
H 5.405 -6.279 -12.684
H 3.801 -7.222 -13.006
H 5.448 -7.519 -13.615

Results
* SMILES: O=S1(=O)OCCO1.O=S1(=O)OCCO1.O=S1(=O)OCCO1.O=S1(=O)OCCO1.O=S1(=O)OCCO1.O=S1(=O)OCCO1.O=S1(=O)OCCO1.O=S1(=O)OCCO1.CNC(C)=O
* total charge: 0
* gap between HOMO and LUMO: 9.682 eV

These are the Löwdin partial charges, in e, on atoms 1 to 6:
1 O -0.24
2 S 0.78
3 O -0.25
4 O -0.20
5 C -0.21
6 C -0.19

***

Here are the calculated ΔE to the lowest compared entry with this formula, charge and spin numbers, same order: 104.4 50.0 387.8 638.0 (kJ/mol).